[1]
30
Properties=species:S:1:pos:R:3:nbo_charge:R:1 method="wB97M-V/def2-TZVPD" energy_ha=-764.3827 e_above_lowest_kj_mol=260.5 homo_energy_ev=-10.27
O 0.0427 0.1568 0.0568 -0.994
H -0.3039 -0.7347 -0.0715 0.489
H -0.3706 0.6968 -0.6310 0.499
O 0.4848 -2.1046 2.7706 -0.938
H -0.1604 -2.0372 2.0547 0.472
H 0.4787 -3.0246 3.0472 0.459
O 1.1518 2.4507 -3.2499 -0.947
H 0.5811 2.0482 -2.5888 0.469
H 2.0437 2.2419 -2.9558 0.477
O 0.8421 4.0474 0.4624 -0.932
H 0.2422 3.4791 -0.0303 0.467
H 0.6563 4.9324 0.1357 0.465
O -1.9709 -2.8115 1.3345 -0.968
H -2.5276 -2.6363 2.1009 0.507
H -1.5258 -3.6433 1.5341 0.486
O -1.3796 2.0755 -1.5509 -0.969
H -1.8473 1.8762 -2.3689 0.490
H -2.0674 2.3485 -0.9335 0.494
O 1.4909 -2.7013 -2.3474 -0.960
H 0.6279 -2.6119 -1.9093 0.484
H 1.5983 -3.6413 -2.5123 0.457
O -0.9826 -2.2511 -1.1947 -0.984
H -1.6115 -2.4770 -1.8872 0.490
H -1.4100 -2.5199 -0.3621 0.503
O -0.7537 1.6166 2.6343 -0.965
H 0.0924 2.0447 2.7998 0.479
H -0.5378 0.8840 2.0462 0.480
O 2.5925 1.0393 1.0328 -0.962
H 1.6882 0.7757 0.8078 0.488
H 2.8354 0.4809 1.7761 0.462

[2]
71
Properties=species:S:1:pos:R:3:mulliken_spin:R:1 method="wB97M-V/def2-TZVPD" energy_ha=-1457.3705 multiplicity=5 total_charge=+1 e_above_lowest_kj_mol=0.0 homo_energy_ev="-9.01 / -11.78"
C -2.1437 1.0556 0.4691 0.294
C -2.3855 -0.1245 1.2344 0.016
C -2.7325 -1.1933 0.3346 0.320
C -2.7356 -0.6459 -1.0021 -0.014
C -2.3545 0.7358 -0.9097 0.176
Os -0.8454 -0.5303 -0.2165 2.671
C 0.4676 -3.3345 -0.8867 0.066
C 0.6569 -1.8276 -1.0885 0.194
H 1.6047 -1.4245 -0.6878 -0.013
C 0.0553 -1.0628 -2.1207 -0.022
H -0.5567 -1.5019 -2.9078 0.006
H 0.6919 -0.2661 -2.4981 0.010
C 1.7352 -4.1543 -1.1913 0.001
H 2.5373 -3.9149 -0.4848 0.000
H 1.5040 -5.2241 -1.0985 0.002
H 2.0847 -3.9567 -2.2117 0.001
C -0.6372 -3.8451 -1.8167 -0.033
H -1.5719 -3.2958 -1.6539 0.025
H -0.3197 -3.6935 -2.8574 -0.001
H -0.8396 -4.9141 -1.6703 -0.001
C -2.4955 -0.1535 2.7328 -0.039
H -1.6007 0.2979 3.1828 0.000
H -3.3732 0.4200 3.0741 0.008
H -2.5944 -1.1847 3.0833 0.002
C -3.2962 -2.5150 0.7437 0.019
H -2.7853 -2.8585 1.6510 0.004
H -4.3712 -2.4036 0.9511 -0.001
H -3.1469 -3.2602 -0.0395 0.002
C -3.2826 -1.2971 -2.2351 -0.023
H -3.3904 -2.3719 -2.0667 0.006
H -4.2672 -0.8840 -2.4975 0.005
H -2.6029 -1.1338 -3.0749 0.004
C -2.4220 1.6986 -2.0724 -0.016
H -2.2206 1.1708 -3.0007 0.000
H -3.4217 2.1486 -2.1702 0.006
H -1.6933 2.4982 -1.9300 0.004
C -1.8899 2.4049 1.0784 0.001
H -1.3351 3.0415 0.3898 0.004
H -2.8191 2.9146 1.3795 0.006
H -1.2861 2.2645 1.9813 -0.006
C 0.2505 -2.4676 1.4912 0.003
C 0.1116 -3.5314 0.5922 0.052
C -0.1736 -2.6228 2.8164 0.090
C -0.3820 -4.7653 1.0311 -0.024
H 0.6638 -1.4864 1.1468 -0.041
C -0.6817 -3.8516 3.2513 -0.013
H -0.1023 -1.7722 3.4925 0.003
C -0.7802 -4.9220 2.3526 0.049
H -0.4822 -5.5827 0.3160 0.000
H -1.0239 -3.9616 4.2768 0.000
H -1.2043 -5.8788 2.6730 0.002
N 6.6383 8.0872 0.3566 0.000
C 5.8185 7.2552 0.2343 0.000
C 4.8364 6.2309 0.0972 0.000
C 5.0804 5.1509 -0.7562 0.000
C 4.2239 4.0498 -0.7518 0.000
C 3.0818 4.0833 0.0722 0.000
C 2.7270 5.2415 0.7666 -0.001
C 3.6331 6.3015 0.8080 0.000
N 2.2115 2.9559 0.1374 0.034
C 1.0200 2.8548 -0.5626 0.110
C 0.8149 1.5169 -0.7580 0.030
N 1.6867 0.7689 0.0215 0.051
C 2.5480 1.6440 0.5122 0.022
H 5.9378 5.1396 -1.4146 0.000
H 4.4011 3.1755 -1.3868 0.000
H 1.7702 5.2750 1.3009 0.000
H 3.3990 7.1782 1.4042 0.000
H 0.5054 3.6837 -1.0257 0.000
H 0.1401 1.1304 -1.5330 -0.054
H 3.4090 1.4404 1.1412 0.001

[3]
15
Properties=species:S:1:pos:R:3:nbo_charge:R:1 method="wB97M-V/def2-TZVPD" energy_ha=-611.4254 e_above_lowest_kj_mol=317.2 homo_energy_ev=-7.73
C 0.9453 -1.7770 1.0559 -0.608
C 0.1958 -0.8972 0.0381 -0.487
C 0.0010 0.5033 0.5584 0.087
O -1.1715 0.6493 1.2683 -0.703
O -0.3840 2.5621 -2.6563 -0.979
P -0.0143 1.0990 -1.7395 0.590
H 0.9127 -2.8347 0.8969 0.217
H 0.7496 -1.5203 2.0969 0.212
H 1.9948 -1.7084 0.9240 0.204
H -0.8732 -1.2408 0.1758 0.228
H 0.5768 -0.8475 -0.9148 0.220
H -1.1673 1.3771 1.8772 0.485
H -1.3110 2.8405 -2.5365 0.474
H 0.8227 1.0260 0.8064 0.166
H -1.2775 0.7685 -1.8507 -0.106

[4]
84
Properties=species:S:1:pos:R:3:mulliken_spin:R:1 method="wB97M-V/def2-TZVPD" energy_ha=-3661.9179 multiplicity=2 total_charge=+2 e_above_lowest_kj_mol=134.7 homo_energy_ev="-13.38 / -14.50"
W -0.1068 0.5803 0.1020 0.203
C -0.3615 0.4030 3.8792 0.010
C -0.3479 1.7071 3.0913 0.013
C -1.4489 2.6426 3.5637 -0.001
C 1.0098 2.3850 3.1778 -0.003
O -0.6467 1.4118 1.7090 0.092
Ge 1.4884 2.6761 -0.2264 0.534
O 1.4604 -0.1187 1.0428 0.180
C 2.7846 -0.6257 1.1840 0.003
C 3.7824 0.4930 0.8929 0.026
C 2.9548 -1.1195 2.6155 -0.001
C 2.9704 -1.7728 0.1970 0.006
O 1.4511 1.2264 -1.3259 -0.177
C 1.7040 1.3118 -2.8158 0.030
C 3.1824 1.0168 -2.9792 0.016
C 1.3629 2.7247 -3.2546 0.063
C 0.8416 0.2894 -3.5200 -0.003
H -0.1343 0.5901 4.9286 -0.002
H 0.3859 -0.2868 3.4859 -0.002
H -1.3515 -0.0586 3.8388 0.003
H -1.3049 2.8965 4.6142 0.000
H -2.4258 2.1697 3.4561 0.000
H -1.4432 3.5664 2.9842 0.000
H 1.2593 2.5861 4.2199 0.001
H 0.9954 3.3472 2.6596 0.003
H 1.7874 1.7447 2.7612 0.005
H 3.5870 1.3597 1.5328 -0.005
H 3.7437 0.7871 -0.1570 0.007
H 4.8014 0.1669 1.1031 -0.001
H 2.8438 -0.3012 3.3281 0.000
H 3.9427 -1.5590 2.7556 0.001
H 2.2082 -1.8830 2.8444 0.000
H 2.7668 -1.4362 -0.8199 -0.003
H 2.2809 -2.5877 0.4306 0.000
H 3.9887 -2.1602 0.2469 0.001
H 3.7950 1.7606 -2.4656 -0.001
H 3.4421 1.0435 -4.0378 0.002
H 3.4236 0.0275 -2.5923 0.000
H 2.0200 3.4662 -2.7885 -0.018
H 0.3198 2.9642 -3.0390 -0.018
H 1.5046 2.8188 -4.3313 0.001
H 1.1150 -0.7231 -3.2353 0.000
H 0.9916 0.4050 -4.5941 0.001
H -0.2145 0.4438 -3.3024 0.000
N -1.3810 -1.0093 1.0287 0.062
C -1.8860 -1.9770 0.0342 -0.012
C -2.3568 -3.2995 0.6240 -0.003
C -1.2570 -4.1355 1.3139 0.003
C -1.2401 -5.5848 0.8301 0.000
N -0.8465 -5.6208 -0.5787 0.000
C 0.2260 -6.2210 -1.0785 0.000
N 0.7338 -7.3165 -0.5060 0.000
N 0.7888 -5.7093 -2.1714 0.000
C -0.7832 -2.1206 -1.0161 0.011
O -0.7283 -3.0919 -1.7562 -0.002
O 0.0354 -1.1284 -1.0577 0.032
H -0.7556 -1.4577 1.6990 -0.012
H -2.1298 -0.5764 1.5614 0.001
H -2.7197 -1.4886 -0.4785 0.009
H -2.8148 -3.8599 -0.1940 0.000
H -3.1699 -3.0987 1.3235 0.001
H -1.4036 -4.1415 2.3943 0.001
H -0.2642 -3.7067 1.1331 -0.001
H -2.2311 -6.0285 0.9413 0.000
H -0.5417 -6.1769 1.4194 0.000
H -1.1478 -4.8131 -1.1214 0.000
H 0.1659 -7.8769 0.1065 0.000
H 1.5707 -7.7407 -0.8685 0.000
H 0.5406 -4.7715 -2.4588 0.000
H 1.4466 -6.2344 -2.7206 0.000
C -3.6669 1.9012 -0.5353 -0.004
C -2.4168 2.1959 -1.3724 0.025
C -2.0102 3.6611 -1.1978 -0.014
C -2.6657 1.8598 -2.8404 -0.003
N -1.3570 1.3792 -0.8247 -0.066
H -4.4901 2.5403 -0.8546 0.000
H -3.4707 2.0905 0.5212 0.002
H -3.9791 0.8627 -0.6639 0.001
H -2.8026 4.3189 -1.5543 0.000
H -1.1111 3.8908 -1.7776 0.003
H -1.8269 3.8819 -0.1447 0.001
H -3.5113 2.4374 -3.2142 0.000
H -2.8984 0.8005 -2.9607 0.001
H -1.7998 2.0958 -3.4590 0.001

[5]
15
Properties=species:S:1:pos:R:3:nbo_charge:R:1 method="wB97M-V/def2-TZVPD" energy_ha=-1119.9141 e_above_lowest_kj_mol=593.8 homo_energy_ev=-9.31
C 2.0995 0.6300 -0.4188 -0.692
C -2.0331 -1.0468 0.9366 -0.763
C -0.5427 0.3170 -0.7627 -0.440
N -0.5898 1.5535 0.0448 0.436
O -0.8398 2.5792 -0.5785 -0.365
O -0.4134 1.5108 1.2504 -0.369
S 0.8190 -0.7290 -0.3485 0.250
S -2.2211 -0.3609 -0.7789 0.295
H 2.6691 0.4750 -1.3141 0.228
H 2.5880 0.4940 0.4995 0.232
H 1.5722 1.5844 -0.4703 0.226
H -2.4194 -0.4483 1.7684 0.231
H -1.0084 -1.2249 1.2724 0.245
H -2.5783 -2.0096 0.9083 0.228
H -0.2542 0.9795 -2.2414 0.257

[6]
20
Properties=species:S:1:pos:R:3:nbo_charge:R:1 method="wB97M-V/def2-TZVPD" energy_ha=-503.1126 total_charge=+1 e_above_lowest_kj_mol=692.0 homo_energy_ev="-13.27 / -13.27"
C 1.4912 -0.3067 -1.7031 -0.660
C 0.8707 -2.3883 -0.5482 -0.605
C 1.2463 -0.9103 -0.3396 -0.047
N -0.8999 -0.8219 1.0364 0.136
N -1.7564 -0.4668 1.6906 0.213
N -0.6027 1.9717 1.1047 -0.085
N 0.2734 1.0749 0.6017 -0.176
N 0.0232 -0.2156 0.2329 -0.074
N -1.8251 1.8001 0.7653 -0.019
N -2.7651 2.5734 1.3044 -0.554
H 0.6478 -0.4273 -2.4472 0.250
H 1.6473 0.8857 -1.9028 0.246
H 2.3983 -0.6427 -2.1545 0.254
H 0.5375 -2.8559 0.4491 0.222
H 1.7079 -2.8482 -0.8512 0.238
H 0.0419 -2.5783 -1.2281 0.237
H 1.9868 -0.8600 0.4320 0.220
H 1.1767 1.2339 0.9100 0.395
H -3.6971 2.2887 1.1295 0.413
H -2.5027 3.4935 1.5182 0.394